Record 1
{
  "formula": "H4O2",
  "method": "ωB97M-V with the def2-TZVPD basis set",
  "multiplicity": 1,
  "smiles": "O.O",
  "homo_lumo_gap_ev": 11.2762,
  "elements": ["O", "H", "H", "O", "H", "H"],
  "coordinates": [[-18.681, 16.483, 0.348], [-19.028, 15.583, 0.332], [-19.458, 17.053, 0.314], [-16.266, 16.819, -0.996], [-17.071, 16.747, -0.437], [-16.498, 16.379, -1.819]],
  "forces_ev_per_a": [[-0.416, -0.144, 0.124], [0.084, 0.089, 0.032], [0.137, 0.004, -0.009], [-0.319, -0.045, 0.299], [0.516, 0.061, -0.483], [-0.002, 0.035, 0.037]],
  "lowdin_charge": [-0.04, 0.06, 0.06, -0.09, -0.02, 0.02]
}

Record 2
{
  "formula": "C2H2N2O3",
  "method": "ωB97M-V with the def2-TZVPD basis set",
  "multiplicity": 1,
  "smiles": "O=c1ncn(O)o1",
  "homo_lumo_gap_ev": 10.4018,
  "elements": ["O", "C", "N", "C", "N", "O", "O", "H", "H"],
  "coordinates": [[-1.764, -1.875, 0.593], [-0.738, -1.257, 0.474], [0.473, -1.445, -0.329], [0.922, -0.283, -0.567], [0.500, 0.657, 0.249], [-0.039, 1.757, -0.310], [-0.761, -0.016, 0.813], [1.733, -0.040, -1.371], [-0.326, 2.503, 0.448]],
  "forces_ev_per_a": [[1.570, -1.127, 0.125], [-0.727, -1.152, -2.213], [-0.842, -1.641, -0.350], [2.866, -2.163, -3.254], [-3.802, 2.104, 3.792], [-0.888, 3.928, 1.125], [1.736, 3.772, 1.528], [-1.530, -0.445, 1.757], [1.617, -3.277, -2.510]],
  "lowdin_charge": [0.13, -0.56, 0.19, -0.19, -0.08, -0.01, 0.11, 0.19, 0.23]
}

Record 3
{
  "formula": "C7H10O",
  "method": "ωB97M-V with the def2-TZVPD basis set",
  "multiplicity": 1,
  "homo_lumo_gap_ev": 8.0524,
  "elements": ["C", "C", "C", "C", "C", "C", "C", "O", "H", "H", "H", "H", "H", "H", "H", "H", "H", "H"],
  "coordinates": [[-0.317, 1.111, -0.997], [0.555, 1.370, 0.255], [0.092, -0.174, -1.557], [-1.318, 1.868, -1.361], [0.494, -0.964, -0.347], [-0.317, -0.932, 0.848], [0.014, -1.802, 2.013], [0.905, 0.046, 0.730], [-0.007, 2.043, 1.011], [1.543, 1.800, -0.034], [-0.778, -0.597, -1.975], [0.938, -0.297, -2.297], [-1.568, 2.757, -0.711], [-1.930, 1.454, -2.214], [1.451, -1.549, -0.426], [-0.005, -1.288, 2.984], [1.019, -2.289, 1.870], [-0.770, -2.555, 2.209]],
  "forces_ev_per_a": [[1.703, 1.262, 1.663], [-0.660, 1.092, -0.549], [1.398, -1.593, -0.563], [-1.260, 0.285, -0.239], [1.966, -0.483, 0.856], [-1.785, 0.148, 0.700], [0.614, -0.936, 0.107], [0.168, 1.089, -0.044], [1.122, -1.531, -0.919], [-0.736, 0.011, 0.293], [-0.977, -0.862, -0.720], [-0.878, 0.992, 0.565], [-0.077, -1.023, -1.273], [0.410, 1.244, 1.008], [-0.991, -0.136, -0.204], [0.270, 0.404, -0.490], [-0.650, 0.015, 0.478], [0.364, 0.022, -0.670]],
  "lowdin_charge": [-0.34, -0.08, -0.12, 0.06, -0.21, -0.18, -0.12, -0.13, 0.16, 0.14, 0.11, 0.15, 0.09, 0.09, 0.16, 0.07, 0.08, 0.07]
}

Record 4
{
  "formula": "C27H41As2N2O9PdSSi2",
  "method": "ωB97M-V with the def2-TZVPD basis set",
  "multiplicity": 1,
  "total_charge": 1,
  "homo_lumo_gap_ev": [5.5747, 5.6399],
  "elements": ["Pd", "O", "N", "C", "C", "C", "C", "C", "S", "H", "H", "H", "H", "N", "C", "C", "O", "C", "O", "C", "C", "As", "C", "C", "C", "As", "C", "C", "O", "O", "C", "C", "O", "O", "C", "C", "O", "O", "C", "H", "H", "H", "H", "H", "H", "H", "H", "H", "H", "H", "H", "H", "H", "H", "H", "H", "H", "C", "Si", "C", "C", "C", "Si", "C", "C", "C", "H", "H", "H", "H", "H", "H", "H", "H", "H", "H", "H", "H", "H", "H", "H", "H", "H", "H", "H"],
  "coordinates": [[0.143, -0.022, 0.089], [-0.519, -2.098, 0.003], [-1.727, -2.416, -0.395], [-2.181, -3.659, -0.169], [-3.443, -4.036, -0.546], [-4.273, -3.106, -1.174], [-3.785, -1.847, -1.431], [-2.488, -1.499, -1.045], [-1.789, 0.028, -1.395], [-1.474, -4.312, 0.320], [-3.774, -5.045, -0.366], [-5.277, -3.374, -1.464], [-4.374, -1.103, -1.942], [1.184, 1.230, 1.379], [0.455, 2.016, 0.912], [0.504, -5.414, 2.280], [1.211, -4.242, 1.886], [2.548, -4.347, 1.898], [3.149, -5.321, 2.273], [3.184, -3.095, 1.444], [4.459, -3.146, 1.039], [5.644, -1.678, 0.421], [6.380, -2.523, -1.194], [4.063, -0.674, -0.149], [3.338, -0.315, 0.996], [1.926, -1.567, 1.458], [1.688, -1.386, 3.402], [3.860, 0.630, 1.949], [3.378, 0.907, 3.029], [5.031, 1.157, 1.507], [5.641, 2.094, 2.385], [3.543, -0.926, -1.453], [4.196, -1.173, -2.445], [2.163, -0.931, -1.486], [1.637, -1.466, -2.699], [5.120, -4.480, 0.825], [4.882, -5.059, -0.203], [6.035, -4.904, 1.680], [6.270, -4.203, 2.887], [-0.493, -5.101, 2.580], [1.021, -5.897, 3.112], [0.457, -6.120, 1.448], [7.189, -3.192, -0.895], [6.790, -1.743, -1.836], [5.637, -3.090, -1.749], [2.653, -1.394, 3.908], [1.065, -2.205, 3.765], [1.197, -0.432, 3.598], [6.499, 2.491, 1.849], [5.960, 1.599, 3.303], [4.940, 2.893, 2.640], [0.554, -1.371, -2.639], [1.915, -2.519, -2.788], [2.037, -0.921, -3.558], [6.835, -4.883, 3.522], [5.332, -3.941, 3.384], [6.869, -3.302, 2.702], [-1.977, 3.643, 2.973], [-2.097, 2.627, 1.363], [-3.563, 3.133, 0.267], [-2.311, 0.792, 1.898], [-0.370, 3.063, 0.495], [0.059, 3.401, -1.399], [1.347, 4.806, -1.361], [-1.503, 3.824, -2.387], [0.927, 1.881, -2.152], [-2.870, 3.522, 3.577], [-1.866, 4.706, 2.778], [-1.127, 3.334, 3.580], [-4.477, 2.992, 0.833], [-3.642, 2.536, -0.636], [-3.516, 4.177, -0.019], [-2.754, 0.758, 2.890], [-1.366, 0.222, 1.960], [-2.995, 0.264, 1.233], [-0.048, 3.970, 1.014], [0.976, 5.693, -0.859], [1.611, 5.103, -2.372], [2.266, 4.503, -0.866], [-2.046, 4.660, -1.959], [-2.180, 2.978, -2.465], [-1.219, 4.108, -3.395], [1.624, 1.429, -1.435], [1.516, 2.155, -3.025], [0.210, 1.131, -2.489]],
  "forces_ev_per_a": [[-1.205, -5.638, -0.140], [1.092, 0.915, 0.255], [-1.390, 0.667, -0.879], [0.176, -0.421, 0.112], [-0.056, 0.135, -0.110], [0.254, -0.043, -0.002], [0.071, -0.022, 0.024], [0.219, -0.246, 0.484], [0.403, 1.180, 0.035], [0.030, 0.020, 0.033], [0.012, -0.075, 0.114], [-0.063, -0.017, -0.036], [-0.076, 0.091, 0.005], [0.210, 0.656, 0.422], [0.260, 0.629, 0.213], [-0.069, -0.491, 0.263], [-0.030, 0.200, -0.162], [0.160, -0.304, 0.397], [-0.200, 0.076, -0.070], [-0.033, 0.164, -0.428], [-0.527, 0.289, -0.446], [0.616, 0.697, 0.070], [-0.050, -0.090, -0.119], [0.647, 0.530, 2.395], [0.122, -1.451, -2.048], [0.203, 1.525, 0.223], [-0.119, 0.135, -0.094], [2.108, 0.261, 1.929], [0.203, -0.043, -0.803], [-0.887, 0.078, -0.083], [0.127, 0.265, 0.304], [-1.669, -1.612, -1.803], [-0.336, 0.544, 0.881], [1.028, -0.072, 0.018], [-0.217, -0.108, -0.503], [-0.074, -0.245, -0.378], [0.100, 0.077, 0.302], [0.153, -0.352, -0.396], [0.132, 0.374, 0.511], [0.041, 0.038, -0.036], [-0.151, 0.058, -0.084], [0.000, 0.078, 0.043], [-0.067, 0.081, 0.152], [-0.073, 0.039, 0.149], [-0.009, 0.070, 0.083], [-0.062, -0.012, -0.143], [0.044, 0.008, -0.210], [0.076, -0.108, -0.053], [-0.039, -0.009, 0.028], [-0.004, 0.042, -0.017], [0.110, -0.085, -0.036], [0.119, 0.054, 0.008], [-0.003, 0.093, -0.008], [-0.148, -0.070, 0.097], [-0.075, 0.082, -0.060], [0.091, -0.044, -0.054], [-0.150, -0.179, 0.075], [-0.048, -0.242, -0.701], [-0.593, 0.109, 0.280], [0.612, -0.111, 0.484], [0.434, 0.380, -0.173], [-0.811, 0.404, -0.533], [0.155, 0.172, -0.491], [-0.655, -0.421, 0.026], [0.635, -0.048, 0.406], [-0.299, 0.448, 0.296], [-0.201, -0.099, 0.088], [0.023, 0.187, -0.100], [0.105, -0.128, -0.004], [-0.212, -0.042, 0.182], [0.109, -0.161, -0.095], [0.040, 0.242, -0.041], [-0.069, 0.204, 0.216], [-0.455, 0.217, 0.033], [0.103, 0.015, -0.109], [0.024, 0.087, 0.075], [-0.116, 0.167, 0.139], [0.002, -0.035, -0.217], [0.076, -0.158, 0.111], [-0.099, 0.150, 0.123], [-0.057, -0.173, 0.062], [0.130, 0.045, -0.219], [-0.091, 0.060, -0.213], [0.061, 0.295, -0.103], [0.176, 0.021, 0.052]],
  "lowdin_charge": [0.69, -0.27, -0.20, 0.01, -0.03, -0.04, -0.06, -0.61, 0.77, 0.13, 0.12, 0.12, 0.12, 0.10, -0.42, -0.03, -0.10, -0.51, 0.15, -0.23, -0.26, 1.37, -0.27, -0.28, -0.33, 1.37, -0.22, -0.56, 0.08, -0.10, -0.04, -0.50, 0.12, -0.18, -0.05, -0.59, 0.15, 0.00, -0.05, 0.09, 0.10, 0.11, 0.04, 0.04, 0.03, 0.04, 0.04, 0.02, 0.10, 0.10, 0.10, 0.06, 0.11, 0.10, 0.11, 0.10, 0.08, -0.17, 0.59, -0.17, -0.19, -0.33, 0.58, -0.17, -0.17, -0.21, 0.03, 0.03, 0.04, 0.04, 0.01, 0.03, 0.03, -0.01, 0.01, 0.09, 0.03, 0.03, 0.03, 0.03, 0.01, 0.04, 0.01, 0.05, -0.04]
}

For reference, energy relative to the best compared isomer or geometry (same formula, charge and spin) by record: 4.7, 412.9, 520.2, 59.1 kJ/mol.